(1)
Formula: C18H21P2Pd
Source: the OMol25 dataset
Level of theory: the ωB97M-V functional and the def2-TZVPD basis

For the energy, the calculation gives -1508.9203 Ha. As for the HOMO energy (spin up / spin down): -0.013 / -0.121 Eh. The charge is -1. As for the expectation value of S²: 2.0081. The spin multiplicity is 3.

Each line ends with the Löwdin spin population.
Positions of all 42 atoms, in Å:
C -4.518 0.546 -0.480  0.09
C -4.041 0.886 -1.787  0.04
C -3.054 1.941 -1.640  0.05
C -2.990 2.289 -0.261  0.09
C -3.863 1.419 0.483  0.01
Pd -2.340 0.014 -0.509  0.65
P -2.412 -2.258 -0.457  0.08
H -5.275 -0.177 -0.238  0.01
H -4.363 0.457 -2.721  0.00
H -2.471 2.398 -2.428  0.00
H -4.011 1.420 1.563  0.00
H -2.418 3.096 0.145  0.01
H -1.368 -2.917 -1.148  0.01
H -3.546 -2.842 -1.064  0.02
H -2.399 -2.901 0.811  0.01
C -0.185 2.139 0.738  0.13
P 0.469 0.587 -0.041  0.34
C 2.152 0.977 0.330  0.05
C 2.944 0.760 -0.813  0.02
C 4.229 1.291 -0.867  0.00
C 4.693 2.082 0.197  0.03
C 3.899 2.331 1.331  0.00
C 2.633 1.745 1.409  0.03
C 0.661 -1.246 0.192  0.13
C 0.363 -1.882 1.398  0.04
C 0.613 -3.251 1.549  0.01
C 1.124 -4.002 0.492  0.02
C 1.359 -3.396 -0.744  0.01
C 1.099 -2.031 -0.903  0.03
H -0.316 2.796 -0.133  0.02
H 0.510 2.677 1.378  0.01
H -1.157 1.984 1.191  0.01
H 2.515 0.218 -1.654  0.00
H 4.856 1.082 -1.737  0.00
H 5.702 2.509 0.155  0.00
H 4.257 2.972 2.149  0.00
H 2.007 1.960 2.275  0.00
H -0.089 -1.303 2.194  0.02
H 0.408 -3.741 2.496  0.00
H 1.337 -5.068 0.616  0.00
H 1.755 -3.981 -1.580  0.00
H 1.227 -1.579 -1.886  0.00

(2)
Formula: B12Ca5H48
Source: the OMol25 dataset
Level of theory: the ωB97M-V functional and the def2-TZVPD basis

For the energy, the calculation gives -3714.7734 Ha. As for the HOMO energy: -0.125 Eh. The charge is -2.

Each line ends with the Mulliken charge.
Positions of all 65 atoms, in Å:
Ca 1.267 -1.026 -2.524  0.23
Ca -1.749 -0.880 1.099  -0.93
Ca 2.698 -2.490 1.336  0.97
Ca 1.947 2.026 0.703  1.21
Ca -1.458 2.941 -2.025  1.18
B 2.254 -2.866 -1.264  0.43
H 2.250 -3.213 -2.372  -0.14
H 2.649 -1.813 -1.207  -0.20
H 1.189 -2.775 -0.849  0.08
H 2.753 -3.584 -0.492  -0.43
B -3.063 -0.172 3.146  0.13
H -3.571 -0.285 2.112  -0.11
H -3.139 -1.204 3.773  -0.27
H -1.950 0.130 2.975  -0.26
H -3.628 0.737 3.701  -0.27
B -0.079 3.441 0.144  0.24
H -1.015 4.029 -0.248  -0.28
H 0.586 4.215 0.681  -0.17
H -0.382 2.537 0.777  -0.10
H 0.556 3.012 -0.682  -0.05
B -3.377 -2.152 -0.333  0.84
H -2.844 -2.544 0.625  -0.17
H -2.760 -1.208 -0.593  -0.47
H -3.064 -2.965 -1.168  -0.25
H -4.553 -2.009 -0.148  -0.31
B 0.081 -2.302 2.025  -0.44
H -0.811 -2.809 2.580  -0.15
H 1.060 -2.870 2.372  -0.38
H 0.056 -2.394 0.870  -0.09
H 0.076 -1.180 2.255  -0.01
B 3.255 1.252 -1.430  0.83
H 3.461 1.024 -0.322  -0.40
H 2.203 1.676 -1.622  -0.09
H 4.042 2.038 -1.902  -0.25
H 3.408 0.275 -2.057  -0.28
B 0.759 2.495 3.134  0.27
H -0.356 2.898 3.336  -0.26
H 1.208 3.213 2.327  -0.29
H 1.360 2.462 4.182  -0.26
H 0.697 1.416 2.694  -0.45
B 0.389 0.016 -0.288  1.70
H 1.467 -0.330 -0.326  -0.17
H -0.243 -0.800 -0.781  -0.01
H 0.034 0.150 0.798  -0.58
H 0.318 0.962 -0.945  0.45
B 2.852 -0.132 2.415  0.65
H 3.906 -0.623 2.816  -0.26
H 2.074 -0.830 2.890  -0.06
H 2.739 0.952 2.799  -0.15
H 2.735 -0.137 1.290  -0.58
B -2.805 1.416 -0.190  1.01
H -3.793 0.776 -0.367  -0.16
H -3.125 2.543 -0.360  -0.27
H -2.378 1.291 0.888  0.05
H -2.042 1.235 -1.051  -1.14
B -0.032 1.216 -3.645  0.91
H -0.780 1.038 -2.773  -0.70
H 0.838 1.972 -3.284  -0.23
H 0.373 0.172 -3.980  -0.30
H -0.708 1.686 -4.540  -0.17
B -0.760 -2.327 -3.368  0.55
H -1.331 -3.328 -3.705  -0.24
H 0.099 -2.150 -4.144  -0.28
H -1.502 -1.389 -3.471  -0.20
H -0.341 -2.453 -2.290  -0.49

(3)
Formula: C6H19CrN9O9
Source: the OMol25 dataset
Level of theory: the ωB97M-V functional and the def2-TZVPD basis

The energy relative to the best compared isomer or geometry (same formula, charge and spin) is 10.90 kcal/mol. For the energy, the calculation gives -2454.5545 Ha. As for the HOMO energy (spin up / spin down): -0.338 / -0.338 Eh. The charge is 0. As for the expectation value of S²: 6.0169. The spin multiplicity is 5.

Each line ends with the Löwdin spin population.
Positions of all 44 atoms, in Å:
Cr 14.299 -13.889 5.602  3.91
C 16.728 -17.083 5.762  0.00
C 16.043 -15.769 5.513  0.01
O 15.156 -15.720 4.596  0.02
O 16.194 -14.755 6.243  -0.02
H 16.745 -17.286 6.830  0.00
H 17.736 -17.002 5.355  0.00
H 16.185 -17.902 5.298  0.00
N 12.917 -16.251 7.232  0.01
O 13.641 -17.247 7.126  0.00
O 13.424 -15.085 7.231  0.03
O 11.730 -16.346 7.562  0.01
C 9.015 -15.785 10.018  0.00
O 7.954 -15.641 10.616  0.00
N 10.167 -15.116 10.301  0.00
N 9.183 -16.784 9.099  0.00
H 11.043 -15.348 9.871  0.00
H 10.146 -14.430 11.034  0.00
H 8.435 -17.441 8.986  0.00
H 9.956 -16.788 8.458  0.00
C 12.568 -19.400 4.484  0.00
O 12.243 -20.279 3.690  0.00
N 13.193 -18.246 4.118  0.00
N 12.382 -19.526 5.839  0.00
H 13.780 -17.725 4.739  0.00
H 13.182 -18.033 3.137  0.00
H 11.800 -20.279 6.150  0.00
H 12.640 -18.746 6.436  0.00
C 11.513 -12.409 6.812  0.00
O 12.540 -12.566 6.111  0.03
N 10.987 -13.423 7.532  0.00
N 10.810 -11.265 6.794  0.00
H 11.506 -14.292 7.555  0.00
H 10.343 -13.140 8.249  0.00
H 9.998 -11.160 7.372  0.00
H 11.175 -10.472 6.298  0.00
C 16.369 -17.028 10.058  0.00
O 16.306 -15.834 9.807  0.00
N 15.844 -18.008 9.277  0.00
N 17.088 -17.512 11.128  0.00
H 15.931 -18.976 9.515  0.00
H 15.293 -17.712 8.488  0.00
H 17.404 -16.886 11.843  0.00
H 17.234 -18.497 11.235  0.00